[1]
Molecular formula: C7H10CrF3O10S
Method: DFT, the ωB97M-V functional and the def2-TZVPD basis

Computed properties:
- orbital gap (spin up / spin down) (eV) = 8.3 / 5.1
- charge = -1
- E_tot (eV) = -75306.34906
- 2S+1 = 5
- LUMO (spin up / spin down) (eV) = 2.387 / -0.924
- highest occupied orbital energy (spin up / spin down) (eV) = -5.932 / -6.060

Last column: Mulliken charge in e.
Cartesian coordinates (Å):
Cr1 -0.375 0.071 -0.676  0.490
C1 -3.582 2.357 -1.892  -1.222
C2 -2.493 1.477 -1.526  1.338
O1 -2.409 1.183 -0.291  -0.668
O2 -1.541 1.051 -2.211  -0.738
H1 -3.203 3.094 -2.601  0.309
H2 -4.014 2.828 -1.010  0.298
H3 -4.431 1.792 -2.276  0.302
C3 3.444 -1.577 -0.714  -1.050
C4 2.082 -2.171 -0.230  0.733
O3 1.602 -3.298 -0.519  -0.537
O4 1.308 -1.221 0.148  -0.141
H4 4.001 -2.302 -1.308  0.331
H5 4.158 -1.412 0.093  0.336
H6 3.238 -0.587 -1.119  0.229
C5 2.493 2.915 0.034  -1.223
C6 1.422 1.912 -0.307  1.450
O5 1.337 1.193 -1.360  -0.699
O6 0.449 1.702 0.375  -0.633
H7 2.831 3.488 -0.829  0.338
H8 3.351 2.339 0.381  0.293
H9 2.105 3.591 0.796  0.294
C7 -0.764 -1.952 3.478  0.650
F1 -0.537 -3.168 3.883  -0.236
F2 -1.466 -1.258 4.395  -0.231
F3 0.432 -1.394 3.220  -0.197
S1 -1.858 -1.969 1.837  1.061
O7 -3.172 -1.584 2.247  -0.657
O8 -1.225 -0.969 0.967  -0.304
O9 -1.724 -3.258 1.128  -0.684
O10 -0.950 -1.554 -1.637  -0.519
H10 -0.508 -1.318 -2.476  0.285

[2]
Molecular formula: C3H10S3
Method: DFT, the ωB97M-V functional and the def2-TZVPD basis

Computed properties:
- ΔE to the lowest compared entry with this formula, charge and spin (kcal per mole) = 20.9
- orbital gap (eV) = 9.0
- E_tot (eV) = -35777.93150
- LUMO (eV) = 0.519
- highest occupied orbital energy (eV) = -8.446
- structure (SMILES) = CSC.CSS

Last column: Mulliken charge in e.
Cartesian coordinates (Å):
C1 -0.134 -2.286 0.444  -0.731
S1 -1.441 -0.989 0.503  -0.097
C2 -0.847 0.058 1.865  -0.796
H1 0.441 -2.398 1.431  0.244
H2 0.651 -2.140 -0.314  0.194
H3 -0.615 -3.234 0.310  0.348
H4 -1.532 -0.063 2.670  0.334
H5 0.143 -0.203 2.285  0.250
H6 -0.857 1.087 1.595  0.280
C3 -0.244 1.922 -2.035  -0.711
S2 1.429 2.130 -1.264  -0.037
S3 2.201 0.232 -0.991  -0.233
H7 -0.210 1.345 -2.964  0.311
H8 -0.519 2.979 -2.278  0.273
H9 -1.112 1.312 -1.578  0.214
H10 2.648 0.248 0.320  0.157

[3]
Molecular formula: C21H53BrN5O3
Method: DFT, the ωB97M-V functional and the def2-TZVPD basis

Computed properties:
- orbital gap (eV) = 8.5
- charge = +3
- E_tot (eV) = -106245.51481
- LUMO (eV) = -6.053
- highest occupied orbital energy (eV) = -14.515

Last column: Mulliken charge in e.
Cartesian coordinates (Å):
C1 3.084 -2.081 0.123  -1.024
C2 3.781 -0.669 0.026  -0.556
N1 5.309 -0.777 0.044  0.237
C3 6.044 -0.980 1.227  -0.247
C4 7.400 -0.903 0.844  -0.458
N2 7.422 -0.647 -0.554  0.142
C5 6.158 -0.594 -1.043  -0.113
C6 8.617 -0.473 -1.304  -0.823
H1 2.015 -2.032 -0.082  0.211
H2 3.315 -2.389 1.143  0.404
H3 3.482 -2.893 -0.486  0.357
H4 3.505 -0.060 0.887  0.350
H5 3.585 -0.159 -0.917  0.295
H6 5.686 -1.219 2.218  0.418
H7 8.300 -0.996 1.434  0.434
H8 5.843 -0.558 -2.075  0.344
H9 8.500 -0.035 -2.295  0.320
H10 9.106 -1.400 -1.602  0.375
H11 9.400 0.021 -0.729  0.326
C7 3.133 0.998 -5.396  -0.767
N3 2.951 -0.518 -5.556  -0.082
C8 2.082 -0.740 -6.660  -0.939
C9 4.305 -1.043 -5.801  -0.739
C10 2.474 -1.197 -4.198  -0.120
C11 1.082 -0.894 -3.727  -0.411
O1 1.175 0.338 -3.213  -0.340
H12 2.167 1.480 -5.243  0.383
H13 3.512 1.547 -6.258  0.372
H14 3.691 1.177 -4.477  0.336
H15 2.613 -0.302 -7.505  0.424
H16 1.159 -0.179 -6.518  0.440
H17 2.027 -1.827 -6.706  0.338
H18 4.349 -2.130 -5.862  0.365
H19 4.927 -0.810 -4.937  0.291
H20 4.633 -0.561 -6.723  0.393
H21 3.231 -0.930 -3.461  -0.113
H22 2.590 -2.271 -4.343  0.355
H23 0.644 -1.586 -3.008  0.489
H24 0.408 -0.864 -4.583  0.184
H25 0.845 0.301 -2.312  -0.004
C12 -1.293 1.416 2.911  -0.806
N4 -2.256 2.587 2.885  0.168
C13 -3.305 2.329 4.070  -0.771
C14 -1.394 3.864 3.180  -0.861
C15 -3.037 2.663 1.601  -0.216
C16 -4.297 3.611 1.572  -0.644
O2 -4.029 4.981 1.901  -0.525
H26 -1.755 0.435 2.800  0.205
H27 -0.691 1.342 3.817  0.364
H28 -0.568 1.676 2.141  0.437
H29 -3.742 3.304 4.290  0.415
H30 -2.714 2.096 4.956  0.470
H31 -3.964 1.482 3.885  0.086
H32 -0.956 3.591 4.140  0.396
H33 -1.957 4.797 3.205  0.301
H34 -0.760 3.903 2.294  0.408
H35 -3.381 1.659 1.352  -0.164
H36 -2.283 2.900 0.850  0.553
H37 -5.140 3.132 2.070  0.309
H38 -4.666 3.506 0.552  0.473
H39 -3.230 5.326 1.496  0.361
C17 -6.072 -0.067 2.789  -0.598
N5 -5.552 -1.500 3.013  0.103
C18 -4.393 -1.800 3.994  -0.525
C19 -6.775 -2.173 3.629  -1.089
C20 -5.303 -2.198 1.633  -0.855
C21 -4.096 -1.548 0.833  -0.215
O3 -2.881 -1.539 1.574  -0.392
H40 -6.249 0.432 3.741  0.495
H41 -6.989 0.071 2.217  0.331
H42 -5.309 0.453 2.209  -0.075
H43 -3.872 -2.692 3.644  0.284
H44 -4.852 -1.925 4.974  0.366
H45 -3.650 -1.002 3.995  0.106
H46 -6.862 -1.644 4.578  0.509
H47 -6.611 -3.248 3.698  0.371
H48 -7.602 -1.929 2.962  0.446
H49 -6.316 -2.128 1.236  0.454
H50 -5.177 -3.278 1.712  0.430
H51 -4.308 -0.490 0.679  0.125
H52 -3.917 -1.953 -0.163  0.511
H53 -2.177 -1.487 0.924  0.116
Br1 -0.172 -0.099 -0.214  -0.704

Question: Which formula does entry 2 have?
Answer: C3H10S3